# 1
The following is a quantum chemistry calculation of a structure of composition C36H26BrN5O5STa, from the OMol25 dataset.

Properties
Energy above the lowest of the compared OMol25 structures with the same formula, charge and spin ... 71.3 kJ/mol
HOMO-LUMO gap ... 6.28 eV
Spin multiplicity ... 1
Total charge ... -1
E ... -137875.723 eV
HOMO energy ... -4.761 eV

Last column: Mulliken charge in e.
Atoms and positions in Å:
1 Ta -0.98823 -0.19723 -0.49291  1.7093
2 N -4.80938 -0.57672 -2.49069  -0.5022
3 C -3.78645 -0.88429 -1.63535  0.5467
4 S -2.20630 -1.21903 -2.36663  -0.5247
5 N -4.03268 -0.94780 -0.36964  -1.3252
6 N -2.87613 -1.28332 0.33144  0.7498
7 C -2.98043 -2.28883 1.11279  -0.7066
8 C -1.84840 -2.96058 1.72115  0.7878
9 C -2.07656 -3.95524 2.67866  -0.7964
10 C -1.04881 -4.74648 3.14573  -0.7021
11 C 0.23210 -4.57581 2.61866  -0.4719
12 C 0.48073 -3.61475 1.66139  -0.5055
13 C -0.54641 -2.77447 1.21923  0.4663
14 O -0.27452 -1.82915 0.33814  -0.3764
15 H -4.50912 -0.13973 -3.34867  0.2688
16 H -5.58117 -0.10798 -2.03749  0.2786
17 H -3.97179 -2.72291 1.24980  0.4442
18 H -3.08678 -4.10245 3.04336  0.4048
19 H -1.23556 -5.50331 3.89463  0.3923
20 H 1.04129 -5.20860 2.96072  0.4087
21 H 1.46714 -3.47026 1.24104  0.4984
22 C -3.40117 1.35556 4.40361  -1.5417
23 C -2.10196 0.87838 3.83050  0.0977
24 C -0.97175 0.68497 4.61649  -0.5749
25 C 0.22076 0.32631 4.02365  -0.8475
26 C 0.25878 0.17659 2.64781  -0.1747
27 Br 1.95725 -0.13622 1.87968  -0.0579
28 N -0.80149 0.33117 1.86726  0.4649
29 C -1.95434 0.66163 2.47265  0.0361
30 H -3.55232 0.95332 5.40485  0.4540
31 H -4.24370 1.06513 3.77828  0.3810
32 H -3.36607 2.44413 4.50798  0.1910
33 H -1.02251 0.84923 5.68533  0.4509
34 H 1.12264 0.19029 4.59985  0.5159
35 H -2.81020 0.79066 1.82444  0.3864
36 O -2.33565 4.44409 5.03960  -0.7020
37 C -2.39691 5.11672 3.98711  0.0232
38 O -2.87640 6.23400 3.75698  -0.7152
39 C -1.76546 4.39501 2.80038  0.7868
40 C -0.40140 4.12416 2.76892  -0.5883
41 C 0.12267 3.35576 1.74410  -0.4573
42 N -0.63052 2.79445 0.80223  -0.2614
43 C -1.93198 3.08287 0.81680  0.4622
44 C -2.53655 3.89911 1.75613  -0.3751
45 C -2.77272 2.35927 -0.20108  0.0566
46 O -3.92675 2.63262 -0.42026  -0.6827
47 O -2.12135 1.39136 -0.84280  -0.4807
48 H 0.23907 4.48830 3.56222  0.4197
49 H 1.18425 3.13311 1.70150  0.4770
50 H -3.59921 4.09016 1.70029  0.4930
51 C 0.59284 0.05751 -1.60561  0.0809
52 C 1.59557 -0.10392 -2.36362  -0.1504
53 C 2.65725 -0.31589 -3.15059  -0.1581
54 C 3.44011 -1.55650 -2.93678  0.2288
55 C 3.55252 -2.10393 -1.65718  -0.4286
56 C 4.23842 -3.28941 -1.44846  -0.6672
57 C 4.83189 -3.95403 -2.51358  -0.4276
58 C 4.72456 -3.42137 -3.79088  -0.7195
59 C 4.03560 -2.23664 -4.00131  -0.0706
60 C 3.01911 0.67178 -4.18702  0.2613
61 C 2.03867 1.49513 -4.74649  -0.5758
62 C 2.36918 2.45621 -5.68674  -0.5948
63 C 3.68650 2.61391 -6.09781  -0.4463
64 C 4.66952 1.80227 -5.54961  -0.6581
65 C 4.34142 0.84331 -4.60313  -0.1764
66 H 3.08752 -1.58674 -0.82787  0.4822
67 H 4.31708 -3.69373 -0.44712  0.3876
68 H 5.36869 -4.87944 -2.35088  0.3721
69 H 5.17199 -3.93637 -4.63173  0.3744
70 H 3.94434 -1.83712 -5.00343  0.5370
71 H 1.00994 1.37227 -4.43125  0.4413
72 H 1.59209 3.08317 -6.10458  0.3848
73 H 3.94323 3.36473 -6.83355  0.3685
74 H 5.70265 1.92183 -5.85089  0.3787
75 H 5.12173 0.22982 -4.16975  0.4940

---

# 2
The following is a quantum chemistry calculation of a cluster of 3 separate species, C3H13NO2 in total at a distorted geometry, from the OMol25 dataset.

Properties
Energy above the lowest of the compared OMol25 structures with the same formula, charge and spin ... 177.5 kJ/mol
SMILES ... CN(C)C.O.O
HOMO-LUMO gap ... 9.66 eV
Spin multiplicity ... 1
Total charge ... 0
E ... -8905.586 eV
HOMO energy ... -9.113 eV

Last column: Mulliken charge in e.
Atoms and positions in Å:
1 C 0.70871 0.16114 1.83410  -0.9690
2 N 1.10098 -0.34604 0.49338  -0.0339
3 C 1.75945 0.80943 -0.15663  -1.0348
4 C 2.08899 -1.41196 0.69985  -0.9116
5 H 1.55648 0.60086 2.39443  0.3632
6 H 0.58590 -0.75613 2.43799  0.3571
7 H -0.22217 0.71256 1.83712  0.3069
8 H 2.72024 1.05419 0.31243  0.4204
9 H 1.84645 0.62874 -1.23050  0.2822
10 H 1.18332 1.70920 0.11234  0.3399
11 H 3.10156 -0.94738 0.64668  0.2743
12 H 2.00651 -2.20682 -0.05893  0.2492
13 H 2.13204 -1.94166 1.64122  0.3611
14 H -4.60619 1.72404 -1.30877  0.3158
15 H -4.91448 2.78638 -2.35949  0.3147
16 O -5.12947 1.90526 -2.10392  -0.6301
17 H -1.50480 -2.10164 -1.99187  0.3120
18 H -2.13203 -0.72722 -1.51785  0.3042
19 O -2.28149 -1.65293 -1.68159  -0.6215

---

# 3
The following is a quantum chemistry calculation of a structure of composition C27H22IKN6O2S4 at a distorted geometry, from the OMol25 dataset.

Properties
Energy above the lowest of the compared OMol25 structures with the same formula, charge and spin ... 171.0 kJ/mol
HOMO-LUMO gap ... 4.59 eV
Spin multiplicity ... 1
Total charge ... -2
E ... -109160.642 eV
HOMO energy ... -1.367 eV

Last column: Mulliken charge in e.
Atoms and positions in Å:
1 K 0.31030 -1.25170 0.76427  1.0211
2 S -0.42381 -1.42782 3.79866  -0.5752
3 C -0.08096 0.24094 4.22679  -0.2286
4 C 0.62708 0.52682 5.41596  -0.5725
5 C 0.83573 1.80820 5.88950  -0.4684
6 C 0.33351 2.90384 5.18956  -0.6445
7 C -0.33175 2.66929 3.99795  -0.3562
8 C -0.49861 1.37649 3.48994  0.4958
9 S -1.27377 1.18182 1.88298  -0.0218
10 C -0.38469 2.49781 0.96298  -0.4692
11 C 0.10616 2.19957 -0.44308  -0.0303
12 C 0.18675 3.25996 -1.34290  -0.8204
13 C 0.87709 3.08124 -2.52566  -0.7374
14 C 1.46153 1.85184 -2.78343  -0.4379
15 C 1.28743 0.83091 -1.86306  -0.0241
16 C 1.90308 -0.52842 -2.10113  -0.5480
17 S 3.08951 -1.01332 -0.81637  -0.2309
18 C 4.38126 0.18500 -1.02436  0.0824
19 C 5.31217 -0.09660 -2.03533  -0.4612
20 C 6.38770 0.72964 -2.30730  -0.6255
21 C 6.53572 1.86997 -1.51226  -0.3470
22 C 5.63620 2.15361 -0.50609  -0.5644
23 C 4.50070 1.34292 -0.20209  0.0772
24 S 3.42954 1.79640 1.08603  -0.4056
25 N 0.60749 1.00230 -0.72345  1.1225
26 H 1.00885 -0.32493 5.96537  0.3689
27 H 1.39491 1.95576 6.80771  0.3073
28 H 0.47072 3.91453 5.55351  0.3589
29 H -0.72786 3.51002 3.43811  0.2643
30 H -0.97727 3.41219 0.94115  0.3557
31 H 0.52155 2.69935 1.54013  0.3567
32 H -0.25612 4.21538 -1.08994  0.3737
33 H 0.98267 3.89845 -3.23002  0.3739
34 H 2.04837 1.67726 -3.67600  0.3823
35 H 1.13797 -1.31626 -2.08780  -0.1834
36 H 2.39389 -0.55264 -3.07439  0.5577
37 H 5.16552 -0.99918 -2.61893  0.3843
38 H 7.09050 0.49144 -3.09719  0.3371
39 H 7.37392 2.54026 -1.67925  0.3042
40 H 5.76945 3.03666 0.10749  0.3496
41 I -6.27261 -6.62555 -0.13976  -0.0011
42 C -4.49633 -5.56878 -0.46426  0.1089
43 C -3.94705 -5.54443 -1.73946  -0.5175
44 C -2.77572 -4.82451 -1.94865  -0.2544
45 C -2.14367 -4.16469 -0.90065  -0.2291
46 C -2.70679 -4.21886 0.37044  -0.2237
47 C -3.89562 -4.90679 0.59700  -0.5744
48 C -0.85480 -3.38076 -1.14358  0.5598
49 O -0.70692 -2.89910 -2.28206  -0.7869
50 O -0.09923 -3.28617 -0.14326  -0.9576
51 H -4.42875 -6.06753 -2.55468  0.3443
52 H -2.33963 -4.74915 -2.93749  0.4118
53 H -2.19810 -3.72349 1.19071  0.6299
54 H -4.33462 -4.93127 1.58491  0.3890
55 N -5.31642 2.14549 -1.22049  -0.6373
56 N -4.32044 1.15737 -1.21689  1.2914
57 N -4.58754 -0.09353 -0.96887  -0.9822
58 C -3.37279 -0.63053 -1.09805  -0.0882
59 N -2.44014 0.28271 -1.41062  0.0817
60 N -3.08039 1.43720 -1.48850  -0.6980
61 H -5.90749 1.91797 -0.42692  0.2937
62 H -4.81743 3.00659 -1.01818  0.3153
63 H -3.16993 -1.68121 -0.95877  0.4035